[1]
24
Properties=species:S:1:pos:R:3:mulliken_charge:R:1 method="wB97M-V/def2-TZVPD" charge=+1 gap_ha="0.227 / 0.275" total_energy_ha=-1114.94809 e_homo_ev="-9.6037 / -11.7041" spin_multiplicity=8
C -0.74 2.29 -2.48 -0.931
C -1.24 0.99 -1.93 -0.429
C -0.10 0.02 -1.52 -0.740
N 0.04 -0.16 -0.05 0.228
C -0.42 -1.45 0.50 -0.521
C -1.17 -1.34 1.84 -1.216
C 1.11 0.46 0.48 0.420
C 1.65 -0.01 1.84 -0.808
O 1.68 1.42 -0.03 -0.582
H -0.58 3.12 -1.81 0.292
H -1.09 2.60 -3.47 0.318
H -1.86 0.49 -2.68 0.347
H -1.85 1.18 -1.04 0.292
H 0.85 0.38 -1.91 0.465
H -0.28 -0.98 -1.94 0.541
H 0.42 -2.16 0.57 0.330
H -1.10 -1.87 -0.25 0.504
H -0.78 -2.05 2.58 0.307
H -2.23 -1.56 1.71 0.362
H -1.09 -0.34 2.27 0.355
H 1.82 -1.09 1.93 0.161
H 0.90 0.25 2.60 0.500
H 2.53 0.59 2.10 -0.014
Eu 3.54 -0.80 0.68 0.820

---

[2]
22
Properties=species:S:1:pos:R:3:mulliken_charge:R:1 method="wB97M-V/def2-TZVPD" charge=+1 gap_ha="0.319 / 0.319" total_energy_ha=-329.47695 e_homo_ev="-13.3452 / -13.3446"
C -2.42 0.93 -1.13 -0.371
C -1.16 1.32 -1.36 -0.648
C -2.08 0.24 0.14 -0.671
C -0.79 0.93 -0.04 1.216
C -0.02 1.41 1.06 -1.208
C 1.53 -0.53 -1.28 -0.944
C 0.85 -1.54 1.03 -1.014
N 0.56 -0.97 -0.30 -0.192
H -3.27 1.20 -1.77 0.417
H -0.75 1.96 -2.21 0.413
H -2.76 0.70 1.04 0.250
H -2.14 -0.91 0.31 0.286
H 1.06 1.67 0.96 0.303
H -0.10 0.80 1.89 0.397
H -0.54 2.42 1.19 0.387
H 1.03 -0.08 -2.08 0.351
H 2.14 0.26 -0.88 0.316
H 2.11 -1.34 -1.60 0.402
H -0.05 -1.51 1.69 0.327
H 1.05 -2.64 0.93 0.361
H 1.75 -1.19 1.55 0.337
H -0.18 -1.55 -0.56 0.285

---

[3]
22
Properties=species:S:1:pos:R:3:mulliken_charge:R:1 method="wB97M-V/def2-TZVPD" charge=+1 gap_ha=0.338 total_energy_ha=-329.49224 e_homo_ev=-14.1671
C 1.65 0.75 -0.98 -0.695
C 0.74 1.64 -0.73 -0.699
C 1.11 -0.28 0.03 1.799
C 0.16 0.95 0.32 -0.020
C 0.36 -1.47 -0.55 -1.622
C 2.08 -0.79 1.09 -1.277
C -1.02 1.12 1.11 -0.727
N -2.59 -0.07 -0.57 -0.796
H 2.49 0.72 -1.70 0.429
H 0.66 2.59 -1.13 0.582
H -0.28 -1.12 -1.36 0.328
H -0.40 -1.95 0.15 0.301
H 1.17 -2.19 -0.96 0.463
H 2.21 -1.85 0.90 0.391
H 1.81 -0.61 2.11 0.331
H 2.98 -0.10 0.96 0.348
H -1.03 0.75 2.12 0.351
H -1.66 0.52 0.38 0.233
H -1.48 2.13 1.05 0.373
H -3.43 -0.30 0.01 0.338
H -2.31 -0.94 -1.07 0.271
H -3.20 0.50 -1.18 0.297

---

[4]
22
Properties=species:S:1:pos:R:3:mulliken_charge:R:1 method="wB97M-V/def2-TZVPD" smiles="C=C/C=C/CCC[NH3+]" charge=+1 gap_ha=0.279 total_energy_ha=-329.50033 e_homo_ev=-11.4660
C -1.43 2.71 -3.00 -0.681
C -1.47 1.70 -2.09 -0.233
C -0.26 0.96 -1.74 -0.359
C -0.32 -0.11 -0.95 -0.135
C 0.90 -0.77 -0.39 -0.673
C 1.11 -0.61 1.24 -0.750
C 0.11 -1.19 2.14 -0.373
N 0.83 -1.91 3.29 -0.342
H -2.19 3.40 -3.14 0.323
H -0.47 2.74 -3.63 0.182
H -2.32 1.84 -1.29 0.188
H 0.57 1.41 -2.00 0.436
H -1.26 -0.67 -0.66 0.292
H 1.01 -1.93 -0.61 0.287
H 1.75 -0.19 -0.85 0.304
H 2.24 -0.99 1.38 0.378
H 1.32 0.40 1.61 0.399
H -0.53 -0.42 2.46 0.309
H -0.76 -2.01 1.76 0.335
H 1.21 -1.23 4.00 0.359
H 1.55 -2.61 2.90 0.394
H 0.24 -2.54 3.79 0.360

---

[5]
23
Properties=species:S:1:pos:R:3:mulliken_charge:R:1 method="wB97M-V/def2-TZVPD" charge=0 gap_ha=0.281 total_energy_ha=-384.57091 e_homo_ev=-6.6953
C -1.00 0.05 0.07 1.303
C -0.20 1.82 0.39 -0.739
C -2.02 -0.48 1.07 -1.641
C -1.64 0.30 -1.29 -1.586
C 2.80 -0.28 -0.29 -1.497
N 1.13 1.49 0.07 -0.263
C 0.27 -0.66 0.01 0.489
C 1.37 0.14 -0.13 -0.154
N 0.33 -2.03 0.33 -0.580
H 1.85 1.98 0.59 0.287
H -0.33 -2.60 -0.17 0.196
H 1.26 -2.43 0.35 0.199
H -0.31 2.29 1.37 0.349
H -0.77 2.31 -0.39 0.281
H -2.82 0.25 1.21 0.430
H -2.50 -1.39 0.72 0.325
H -1.55 -0.71 2.02 0.387
H -2.45 1.03 -1.22 0.373
H -2.06 -0.62 -1.69 0.374
H -0.90 0.69 -1.99 0.414
H 2.87 -1.34 -0.53 0.366
H 3.38 -0.09 0.61 0.333
H 3.28 0.27 -1.11 0.355

---

[6]
24
Properties=species:S:1:pos:R:3:mulliken_charge:R:1 method="wB97M-V/def2-TZVPD" smiles="CC1=C(N)[C@@](C)(N)[C@]1(C)O" charge=0 gap_ha=0.321 total_energy_ha=-459.84521 e_homo_ev=-7.9448
C -0.85 0.57 -2.48 -1.384
C -0.34 0.13 -1.15 -0.629
C 0.31 -0.93 -0.67 -0.106
N 0.90 -2.06 -1.21 -0.565
C 0.34 -0.45 0.76 1.042
C -0.49 -1.30 1.73 -1.684
N 1.68 -0.16 1.24 -0.609
C -0.42 0.83 0.19 1.437
C 0.36 2.13 0.30 -1.709
O -1.75 0.97 0.64 -0.595
H -1.89 0.88 -2.38 0.298
H -0.79 -0.24 -3.20 0.374
H -0.27 1.41 -2.85 0.288
H 0.91 -2.86 -0.58 0.222
H 0.56 -2.30 -2.13 0.245
H -0.03 -2.28 1.86 0.384
H -0.55 -0.81 2.70 0.416
H -1.50 -1.42 1.34 0.369
H 2.26 -0.99 1.17 0.286
H 1.66 0.13 2.21 0.254
H 0.38 2.48 1.33 0.433
H 1.37 1.98 -0.04 0.394
H -0.13 2.89 -0.31 0.420
H -1.73 1.41 1.50 0.419

---

[7]
24
Properties=species:S:1:pos:R:3:mulliken_charge:R:1 method="wB97M-V/def2-TZVPD" smiles="CC(=O)C#N.CCN(C)C" charge=0 gap_ha=0.366 total_energy_ha=-459.82782 e_homo_ev=-9.3698
C 0.97 2.28 -0.60 -1.321
C 1.13 1.19 0.44 1.250
O 0.76 1.32 1.59 -0.631
C 2.11 0.21 0.03 0.098
N 2.92 -0.52 -0.33 -0.496
H 1.12 1.91 -1.61 0.316
H 0.00 2.75 -0.50 0.330
H 1.74 3.04 -0.40 0.387
C -0.08 -1.66 1.76 -1.162
C -0.22 -1.59 0.25 -0.658
N -0.45 -0.25 -0.29 0.367
C -1.63 0.36 0.29 -1.244
C -0.51 -0.32 -1.74 -1.262
H 0.22 -2.66 2.05 0.407
H 0.66 -0.95 2.12 0.256
H -1.03 -1.44 2.26 0.310
H -1.05 -2.26 -0.07 0.391
H 0.70 -1.97 -0.20 0.440
H -1.40 0.67 1.31 0.415
H -2.49 -0.32 0.29 0.316
H -1.90 1.25 -0.29 0.381
H -0.75 0.66 -2.15 0.389
H 0.45 -0.65 -2.13 0.346
H -1.28 -1.02 -2.08 0.375

---

[8]
26
Properties=species:S:1:pos:R:3:mulliken_charge:R:1 method="wB97M-V/def2-TZVPD" charge=0 gap_ha=0.287 total_energy_ha=-933.15876 e_homo_ev=-7.3664
C -0.51 1.86 -0.24 0.352
C 0.47 -0.20 -1.43 -1.886
C 1.48 -1.09 -0.60 -0.366
C 2.26 0.24 1.75 -0.950
C -0.58 0.46 -0.52 0.598
C -2.81 0.23 0.37 -1.002
C -1.73 -1.60 -0.58 -0.706
N 0.69 2.35 -0.65 -0.204
N -1.60 -0.35 -0.17 0.163
O -1.38 2.60 0.19 -0.693
O 3.12 0.88 -0.83 -0.671
S 2.99 -0.26 0.07 0.428
H 0.99 0.51 -1.92 0.745
H 0.05 -0.77 -2.23 0.518
H 0.83 -1.53 0.19 0.401
H 2.03 -1.80 -1.41 0.257
H 3.12 0.34 2.31 0.438
H 1.82 -0.64 2.16 0.332
H -3.08 1.26 0.03 0.362
H -3.74 -0.30 0.36 0.315
H -2.57 0.56 1.38 0.367
H -2.68 -1.93 -0.58 0.253
H -0.96 -2.09 -1.01 0.367
H 1.49 0.98 1.50 0.220
H 1.63 2.03 -0.63 0.127
H 0.74 3.32 -0.69 0.232

---

[9]
24
Properties=species:S:1:pos:R:3:mulliken_charge:R:1 method="wB97M-V/def2-TZVPD" charge=0 gap_ha=0.312 total_energy_ha=-782.72512 e_homo_ev=-7.9006
C -0.42 1.92 0.46 -0.084
C -2.47 0.52 -1.10 -1.290
C -1.19 0.00 1.75 -1.648
C 2.93 1.53 -0.96 -0.749
C 1.44 -1.73 0.61 -0.893
C -1.08 -0.06 -0.82 -0.573
C -0.54 0.50 0.48 0.944
N -0.27 3.05 0.42 -0.554
N 2.35 0.27 -0.58 -0.344
S 1.60 0.08 0.76 0.299
H -2.85 0.16 -2.06 0.390
H -2.43 1.61 -1.14 0.349
H -3.18 0.23 -0.33 0.330
H -1.30 -1.09 1.73 0.366
H -0.59 0.27 2.62 0.422
H -2.18 0.44 1.88 0.446
H 3.35 2.09 -0.12 0.282
H 2.18 2.16 -1.45 0.248
H 3.72 1.31 -1.68 0.312
H 1.06 -1.95 -0.39 0.254
H 0.78 -2.13 1.38 0.345
H 2.43 -2.15 0.71 0.407
H -0.41 0.20 -1.64 0.345
H -1.16 -1.15 -0.75 0.397

---

[10]
24
Properties=species:S:1:pos:R:3:mulliken_charge:R:1 method="wB97M-V/def2-TZVPD" charge=+2 gap_ha=0.390 total_energy_ha=-782.10464 e_homo_ev=-18.8386
C 2.20 0.83 0.96 -0.118
C 2.85 0.00 -1.23 0.045
C 1.15 0.23 0.26 0.013
C 0.84 -1.04 -2.14 -0.982
C -0.43 0.97 1.86 -1.457
C -0.85 -1.09 0.72 -0.658
C -1.03 1.04 -0.33 -0.832
N 1.55 -0.20 -1.02 0.064
N -0.23 0.26 0.61 -0.001
S 3.66 0.70 0.07 0.039
H 2.09 1.44 1.89 0.393
H 3.39 -0.49 -2.06 0.423
H 0.91 -2.21 -2.01 0.320
H -0.28 -0.59 -2.18 0.383
H 1.31 -0.67 -3.03 0.464
H -1.44 1.01 2.17 0.416
H 0.02 0.44 2.61 0.533
H 0.00 1.98 1.77 0.621
H -2.01 -0.86 0.91 0.452
H -0.69 -1.67 -0.21 0.293
H -0.40 -1.62 1.59 0.367
H -0.56 1.07 -1.26 0.518
H -2.15 0.73 -0.55 0.371
H -1.16 2.06 0.01 0.336